# 1
# C31H48BMnN8SbSi3

C31H48BMnN8SbSi3 as an isolated structure in a non-equilibrium geometry (ωB97M-V/def2-TZVPD, the Open Molecules 2025 dataset).

Structure (ORCA input):
```
! wB97M-V def2-TZVPD RIJCOSX def2/J DEFGRID3
* xyz 1 5
Mn -0.14001 -1.26571 0.66741
C 3.98045 -2.72159 1.20950
C 3.05036 -1.97189 0.49754
N 1.81621 -2.17783 0.95450
N 1.94063 -3.05388 1.98680
C 3.22491 -3.39094 2.15341
B 0.73664 -3.47564 2.84607
N 0.15952 -2.20658 3.52032
C 0.02205 -1.93838 4.82381
C -0.53778 -0.67888 4.95827
C -0.71242 -0.23941 3.65103
N -0.29576 -1.17072 2.78177
N -0.34156 -4.10032 1.94159
C -0.83025 -5.34475 2.04294
C -1.81884 -5.50628 1.09625
C -1.86650 -4.27751 0.44375
N -0.96868 -3.41888 0.94609
H 5.04853 -2.76959 1.06417
H 3.21052 -1.32319 -0.33678
H 3.51776 -4.08757 2.92637
H 1.08043 -4.25972 3.68857
H 0.32976 -2.66128 5.56739
H -0.77360 -0.15072 5.86869
H -1.11049 0.70144 3.30655
H -0.44469 -6.02760 2.78782
H -2.41540 -6.38444 0.89885
H -2.51714 -4.01011 -0.37344
C 2.99371 0.86056 -1.45127
Sb 0.87888 1.00950 -1.89685
C -0.11101 -0.93628 -1.38993
C -1.56651 -0.64114 -1.75482
C -2.60966 -1.46567 -1.32434
C -3.91778 -1.17807 -1.66406
C -4.18172 -0.05823 -2.43631
C -3.10712 0.73701 -2.79250
N -1.84469 0.46512 -2.45217
Si 0.46018 -2.25774 -2.68860
C 0.30692 -1.46609 -4.37660
C -0.66008 -3.74755 -2.73025
C 2.17667 -2.94432 -2.48923
C 0.22135 2.37733 -0.26693
C -1.09251 1.92200 0.32147
C -2.12422 2.84507 0.57161
C -3.33559 2.45909 1.10071
C -3.54160 1.11899 1.40419
C -2.49473 0.26520 1.18709
N -1.29722 0.63594 0.67532
Si 0.07515 3.97645 -1.33481
C -0.07732 5.56991 -0.36230
C 1.61768 4.16670 -2.38316
C -1.36925 3.81029 -2.49984
Si 1.40910 2.69319 1.20690
C 0.45827 3.67552 2.47276
C 1.96923 1.10869 2.02798
C 2.91881 3.67151 0.73154
H 3.40151 0.01912 -2.01686
H 3.25317 0.77728 -0.39836
H 3.43395 1.77334 -1.86392
H -2.38069 -2.31164 -0.70466
H -4.72542 -1.82042 -1.32750
H -5.18914 0.19775 -2.74400
H -3.25662 1.65211 -3.36045
H -0.73888 -1.49706 -4.70473
H 0.90257 -2.05537 -5.08504
H 0.64020 -0.42904 -4.43421
H -1.71537 -3.48897 -2.87004
H -0.56049 -4.36756 -1.83344
H -0.35021 -4.35530 -3.58969
H 2.98065 -2.20650 -2.59884
H 2.30108 -3.68723 -3.28864
H 2.29803 -3.45916 -1.53222
H -1.95345 3.89036 0.34503
H -4.11379 3.19405 1.27676
H -4.47828 0.74998 1.80542
H -2.60836 -0.78004 1.44334
H 0.80963 5.75416 0.25226
H -0.95508 5.64964 0.28740
H -0.14178 6.38430 -1.09648
H 2.53997 3.91753 -1.84658
H 1.69296 5.21747 -2.69168
H 1.57523 3.55909 -3.29359
H -2.32801 3.65725 -1.99218
H -1.20532 2.96373 -3.17629
H -1.44937 4.72246 -3.10572
H -0.40093 3.12170 2.87033
H 0.08993 4.62460 2.06585
H 1.12297 3.90825 3.31326
H 1.62014 0.24748 1.48367
H 1.59556 1.03302 3.05313
H 3.06108 1.03372 2.06318
H 2.67087 4.60509 0.21644
H 3.61329 3.10635 0.09935
H 3.44877 3.93742 1.65493
*
```

Properties
ΔE to the lowest compared entry with this formula, charge and spin in eV: 0.121
HOMO-LUMO gap (alpha / beta) in eV: 6.0 / 7.8
LUMO energy (alpha / beta) in eV: -4.31 / -2.50


# 2
# C9H19NORb

C9H19NORb as an isolated structure in a non-equilibrium geometry (ωB97M-V/def2-TZVPD, the Open Molecules 2025 dataset).

Structure (ORCA input):
```
! wB97M-V def2-TZVPD RIJCOSX def2/J DEFGRID3
* xyz 1 1
Rb -11.00130 0.26266 4.61200
C -12.47862 1.50840 3.10370
C -13.06211 2.13812 4.37304
C -14.07536 3.26387 4.01162
C -15.30977 2.70573 3.39022
C -16.01038 1.62050 4.32847
C -15.01357 0.54038 4.92879
N -13.71565 1.14339 5.23369
O -12.89005 0.14705 5.72164
C -15.68385 0.01392 6.15437
C -14.98250 -0.70168 3.95190
C -11.98902 2.87628 5.20409
H -11.62323 0.85552 3.27735
H -12.05865 2.25276 2.42721
H -13.29406 1.06550 2.53186
H -14.50261 3.81956 4.84635
H -13.58044 3.96515 3.33978
H -14.96778 2.19922 2.48767
H -16.02030 3.43670 3.00431
H -16.67713 1.23050 3.55942
H -16.71698 1.91205 5.10553
H -16.75343 -0.09591 5.97530
H -15.29406 -0.94472 6.49664
H -15.56715 0.66077 7.02390
H -15.94229 -1.20942 4.04742
H -15.02878 -0.47345 2.88706
H -14.24775 -1.45471 4.23686
H -11.28410 2.12039 5.55020
H -12.44266 3.25756 6.11894
H -11.40518 3.57678 4.60700
H -13.01306 0.26133 6.66684
*
```

Properties
ΔE to the lowest compared entry with this formula, charge and spin in eV: 5.423
HOMO-LUMO gap in eV: 9.1
LUMO energy in eV: -3.24


# 3
# C43H86BNO20

A 12-piece molecular cluster, C43H86BNO20 overall (ωB97M-V/def2-TZVPD, the Open Molecules 2025 dataset).

Structure (ORCA input):
```
! wB97M-V def2-TZVPD RIJCOSX def2/J DEFGRID3
* xyz 0 1
C 6.04051 1.41063 -0.04634
C 5.88968 -0.08850 0.23390
O 4.75924 -0.36796 1.04478
C 4.97841 -0.24451 2.43460
C 3.74776 -0.78569 3.11767
O 2.78493 0.26288 3.13668
C 1.48143 -0.18675 3.37526
C 0.87550 -0.89857 2.18814
C 0.60788 -2.25769 2.26942
C 0.06379 -3.00644 1.21999
C -0.17369 -4.47786 1.49188
N -1.26877 -4.73954 2.43184
C -2.58244 -4.36812 1.91002
C -0.25218 -2.38173 0.01010
B -0.85973 -3.18633 -1.22105
O -2.11552 -2.87596 -1.67600
C -0.11396 -4.34501 -1.96839
C 0.64274 -3.81870 -3.21427
C -0.00511 -0.99555 -0.07388
C 0.54765 -0.25007 0.97874
C 0.71223 1.22406 0.74807
O 1.66982 1.85869 1.10762
C -0.38066 1.86507 -0.05117
C -0.86819 1.11380 -1.12203
C -1.84359 1.63705 -1.95672
C -2.32744 2.91325 -1.70464
C -1.87904 3.67302 -0.62256
C -2.42804 5.06325 -0.34658
C -3.72335 5.47590 -1.05631
C -4.99286 5.07277 -0.30216
C -5.32636 3.61387 -0.46839
O -5.57504 3.12589 -1.53053
O -5.31274 2.88826 0.68034
C -6.54948 2.22255 0.99619
C -6.34551 0.72196 1.16641
C -0.88216 3.13790 0.22699
C -0.36581 3.92441 1.39640
C 0.81159 4.82498 1.01354
O 1.00482 5.92477 1.92073
C 1.28352 5.57994 3.19880
O 2.32013 5.82334 3.72409
C -0.32542 -0.25077 -1.31941
O -0.16148 -0.72815 -2.41855
H 5.60814 1.96150 0.78990
H 7.08586 1.68723 -0.15241
H 5.46969 1.66473 -0.92945
H 6.78706 -0.51231 0.69398
H 5.71140 -0.59248 -0.71087
H 5.86897 -0.81261 2.72194
H 5.07900 0.80870 2.71111
H 3.96443 -1.07363 4.15058
H 3.39945 -1.64053 2.53473
H 1.45444 -0.84096 4.25428
H 0.87215 0.68664 3.61641
H 0.84917 -2.76278 3.19922
H 0.73128 -4.89612 1.93157
H -0.40252 -5.01677 0.57716
H -1.07455 -4.24343 3.29037
H -2.95156 -3.40853 2.27956
H -2.56920 -4.31262 0.82339
H -3.33375 -5.11162 2.17645
H -2.35632 -1.96438 -1.48359
H -0.87537 -5.05021 -2.31396
H 0.55966 -4.91387 -1.32906
H 1.69220 -3.65142 -2.99194
H 0.20308 -2.88804 -3.56365
H 0.55098 -4.53090 -4.03084
H -2.20712 1.04720 -2.78628
H -3.09378 3.29423 -2.35907
H -1.65803 5.81408 -0.52403
H -2.64041 5.09822 0.72290
H -3.72273 6.56260 -1.13336
H -3.77759 5.09744 -2.07281
H -5.84836 5.61588 -0.70424
H -4.91191 5.33337 0.75106
H -6.94179 2.66164 1.91119
H -7.26474 2.39923 0.19576
H -7.12082 0.16318 0.64590
H -6.38437 0.43060 2.21463
H -5.39195 0.41450 0.74560
H -1.14081 4.54951 1.83269
H -0.03206 3.24229 2.17842
H 0.63196 5.27544 0.03985
H 1.72561 4.23983 0.94306
H 0.45514 5.11573 3.75058
C -6.89091 -3.45179 3.58141
O -5.56758 -3.11398 3.14984
H -7.16045 -4.37803 3.08196
H -6.92528 -3.60422 4.66142
H -7.60972 -2.67672 3.30270
H -5.31197 -2.29633 3.58638
C -5.19788 -3.55497 -0.37140
O -6.40125 -3.33668 0.35733
H -5.47200 -3.84781 -1.38083
H -4.59475 -2.64348 -0.40819
H -4.61169 -4.35868 0.07505
H -6.13990 -3.08875 1.25477
C -6.86977 -6.35133 -3.15130
O -5.51717 -6.16199 -2.71281
H -7.35533 -6.98684 -2.41616
H -7.40331 -5.40029 -3.20576
H -6.90682 -6.84397 -4.12491
H -5.07853 -5.59092 -3.35209
C -3.40315 -9.05728 -3.96831
O -4.71198 -8.55918 -4.19318
H -3.25640 -9.90236 -4.63748
H -2.63988 -8.30439 -4.18812
H -3.27515 -9.40247 -2.93831
H -4.85128 -7.80699 -3.60196
C 9.22483 0.07712 -2.09035
O 7.86403 -0.33523 -2.21326
H 9.37036 0.39930 -1.06124
H 9.91166 -0.74154 -2.30885
H 9.43535 0.91988 -2.75604
H 7.72331 -0.62272 -3.11862
C 6.03653 -3.30238 5.78006
O 4.63654 -3.06216 5.87479
H 6.51691 -2.33717 5.64034
H 6.42798 -3.75971 6.69224
H 6.27771 -3.94110 4.92645
H 4.19725 -3.90746 5.99849
C -9.79200 -3.20116 -0.98811
O -9.58799 -4.60249 -1.12378
H -10.78690 -2.97864 -1.36644
H -9.72794 -2.89890 0.06042
H -9.05175 -2.64190 -1.56557
H -8.70704 -4.79165 -0.78384
C 2.89695 8.11995 -0.11270
O 3.25443 7.44750 -1.32049
H 1.92684 8.58449 -0.28013
H 2.81241 7.42554 0.72457
H 3.62724 8.89728 0.12920
H 4.10580 7.02534 -1.17692
C 3.65446 11.60523 -2.65512
O 4.32588 10.44076 -2.19752
H 4.41488 12.34990 -2.87799
H 3.08125 11.40793 -3.56546
H 2.98266 12.01041 -1.89250
H 3.66115 9.77207 -2.00051
C 3.22508 2.73734 -2.65261
O 4.59929 3.10007 -2.54133
H 2.91256 2.38526 -1.67155
H 2.60831 3.59242 -2.93966
H 3.08369 1.93032 -3.37619
H 4.90041 3.40501 -3.40102
C 12.43413 -1.11921 -0.63680
O 11.85511 -1.87831 -1.69300
H 11.63987 -0.90108 0.07255
H 13.21899 -1.68036 -0.12384
H 12.84993 -0.17590 -1.00091
H 12.54891 -2.07947 -2.32667
*
```

Properties
HOMO-LUMO gap in eV: 8.2
Structure (SMILES): CCOCCOCc1cc(CNC)c(B(O)CC)c2c1C(=O)c1c(ccc(CCCC(=O)OCC)c1CCOC=O)C2=O.CO.CO.CO.CO.CO.CO.CO.CO.CO.CO.CO
LUMO energy in eV: -0.65


# 4
# C24H20BCoF2N2O2SSb

C24H20BCoF2N2O2SSb as an isolated structure (ωB97M-V/def2-TZVPD, the Open Molecules 2025 dataset).

Structure (ORCA input):
```
! wB97M-V def2-TZVPD RIJCOSX def2/J DEFGRID3
* xyz 0 4
Co -1.12862 -0.11299 -1.54986
O -2.01591 -0.05090 -3.35891
N -1.95356 -1.14858 -3.99978
N -1.35382 -2.09045 -3.38920
O -0.84588 -1.95154 -2.18093
C -1.23419 -3.36404 -4.02413
C -0.73841 -4.42184 -3.27872
C -0.61971 -5.66620 -3.87952
C -0.98899 -5.84627 -5.20259
C -1.48061 -4.77329 -5.93348
C -1.60621 -3.52228 -5.35370
H -0.45851 -4.25542 -2.25027
H -0.23596 -6.49728 -3.30293
H -0.89357 -6.81907 -5.66607
H -1.76756 -4.90804 -6.96780
H -1.98538 -2.68393 -5.91651
S 0.88750 1.18478 -1.62862
Sb 0.62437 1.39629 0.62367
C 0.56461 -0.45699 1.62189
C 1.42577 -1.43315 1.12862
C 1.48278 -2.67667 1.73998
C 0.67898 -2.94439 2.83821
C -0.18335 -1.97151 3.32544
C -0.24403 -0.72717 2.71824
C -0.81725 2.82336 1.17978
C -1.76486 3.27875 0.27553
C -2.65236 4.27321 0.65227
C -2.59615 4.80682 1.93188
C -1.64315 4.35706 2.83491
C -0.74537 3.36996 2.45642
C 2.34812 2.28592 1.46035
C 3.08665 1.65647 2.45311
C 4.20911 2.27861 2.98460
C 4.59475 3.52692 2.52183
C 3.85864 4.15820 1.52671
C 2.73826 3.53921 0.99761
H 2.03790 -1.23681 0.25414
H 2.14866 -3.43618 1.35205
H 0.71670 -3.91684 3.31124
H -0.81989 -2.18459 4.17357
H -0.93500 0.02094 3.08558
H -1.81388 2.85649 -0.72233
H -3.39163 4.62721 -0.05384
H -3.29439 5.58005 2.22381
H -1.59334 4.77666 3.83074
H 0.01235 3.03902 3.15850
H 2.79563 0.67866 2.81979
H 4.78121 1.78431 3.75879
H 5.47070 4.00999 2.93435
H 4.16041 5.13107 1.16190
H 2.17071 4.03873 0.21967
F -3.66525 -0.81431 -0.25030
B -2.59159 -0.06836 0.07141
F -2.73543 0.50038 1.28292
*
```

Properties
ΔE to the lowest compared entry with this formula, charge and spin in eV: 0.000
HOMO-LUMO gap (alpha / beta) in eV: 8.1 / 8.7
LUMO energy (alpha / beta) in eV: 0.39 / 0.21


# 5
# C33H27ClIN2O4PPt

C33H27ClIN2O4PPt as an isolated structure in a non-equilibrium geometry (ωB97M-V/def2-TZVPD, the Open Molecules 2025 dataset).

Structure (ORCA input):
```
! wB97M-V def2-TZVPD RIJCOSX def2/J DEFGRID3
* xyz 0 1
Pt 0.94422 0.42628 -1.60047
I 2.24564 -2.39458 -0.07839
C 1.85952 -2.77257 1.90898
C 2.32449 -3.96557 2.39202
C 2.12478 -4.34151 3.73159
C 1.47870 -3.48373 4.55876
C 0.97964 -2.24475 4.08535
C 0.32500 -1.41583 5.02009
C -0.20876 -0.23395 4.63451
C -0.11763 0.14407 3.28855
C 0.51922 -0.59531 2.31579
P 0.31678 0.40235 0.69987
C 1.17775 1.92205 1.27276
C 0.58263 2.95969 1.98013
C 1.32060 4.07301 2.35108
C 2.66983 4.15043 2.03753
C 3.27384 3.11153 1.34501
C 2.52792 2.01145 0.95285
C -1.51415 0.55596 0.73792
C -2.19146 -0.63457 1.03171
C -3.55724 -0.77281 0.86231
C -4.28898 0.30339 0.38159
C -3.65266 1.49605 0.09545
C -2.27405 1.62641 0.25611
C 1.12691 -1.85068 2.71301
H 2.86352 -4.62704 1.72907
H 2.49107 -5.29432 4.08836
H 1.32432 -3.72785 5.60192
H 0.25748 -1.75161 6.04744
H -0.71086 0.41372 5.34035
H -0.59335 1.06891 3.01610
H -0.47173 2.93021 2.21697
H 0.83681 4.88609 2.87695
H 3.24619 5.01895 2.32799
H 4.32508 3.16176 1.09471
H 3.00357 1.21684 0.38774
H -1.62604 -1.48129 1.39912
H -4.04100 -1.71153 1.09218
H -5.35709 0.21637 0.23445
H -4.22113 2.34534 -0.26711
H -2.25939 3.41805 -0.43528
C 0.84730 2.97755 -5.11691
C 0.86266 2.30469 -3.79241
N 1.10420 1.04379 -3.61362
O 1.42570 0.27579 -4.70724
C 0.63754 3.00855 -2.48628
C 0.41836 4.49473 -2.46652
N 0.70907 2.36047 -1.38564
O -1.64914 2.80279 -0.01191
H 0.99851 2.27004 -5.92306
H 1.62866 3.73689 -5.16420
H -0.11266 3.47663 -5.25208
H 1.52375 -0.64469 -4.36623
H 1.08182 5.02350 -3.15307
H 0.58675 4.85502 -1.45480
H -0.60797 4.72593 -2.76144
Cl -4.12598 -4.91435 -0.90428
C -2.69272 -4.17293 -1.56363
C -2.32032 -2.91166 -1.13168
C -1.17816 -2.32970 -1.66027
C -0.42031 -2.98883 -2.61622
C -0.82136 -4.25030 -3.04632
C -1.94956 -4.85314 -2.51782
C 0.77937 -2.37275 -3.26375
O 1.04287 -2.64039 -4.42063
O 1.48090 -1.53722 -2.57129
H -2.91417 -2.39020 -0.39418
H -0.89655 -1.32484 -1.32856
H -0.23779 -4.75021 -3.80495
H -2.26074 -5.83456 -2.84605
*
```

Properties
ΔE to the lowest compared entry with this formula, charge and spin in eV: 2.048
HOMO-LUMO gap in eV: 8.0
LUMO energy in eV: -0.08


# 6
# C2H3BrCl2

A 2-piece molecular cluster, C2H3BrCl2 overall in a non-equilibrium geometry (ωB97M-V/def2-TZVPD, the Open Molecules 2025 dataset).

Structure (ORCA input):
```
! wB97M-V def2-TZVPD RIJCOSX def2/J DEFGRID3
* xyz 0 1
C -0.53849 -0.72326 0.13331
C 0.12169 0.61181 0.11643
Cl -0.48779 1.81174 -0.77959
Cl 0.82307 1.16350 1.57706
Br 2.30443 0.28893 -1.58438
H -0.43652 -1.21617 -0.77418
H -0.19423 -1.31700 0.91029
H -1.59214 -0.61955 0.40107
*
```

Properties
ΔE to the lowest compared entry with this formula, charge and spin in eV: 1.512
HOMO-LUMO gap (alpha / beta) in eV: 7.2 / 7.0
LUMO energy (alpha / beta) in eV: -2.05 / -2.16


Taking the records one at a time from the top gives total energy values of -3932.6938, -507.9775, -3274.2843, -3432.3187, -2902.7116, -3572.3325 Ha.